(1)
This record from the OMol25 dataset describes the molecule C18H18N2O3. The level of theory is the ωB97M-V functional and the def2-TZVPD basis.

Geometry (Å):
O  0.276  0.699  -1.752
C  -0.764  0.088  -1.649
N  -1.356  -0.554  -2.684
H  -2.157  -1.135  -2.491
C  -0.649  -0.813  -3.916
H  0.122  -0.044  -3.999
H  -1.345  -0.725  -4.755
C  0.008  -2.206  -3.905
C  0.936  -2.302  -2.727
C  2.235  -1.821  -2.812
C  3.054  -1.810  -1.698
C  2.581  -2.273  -0.482
C  1.291  -2.763  -0.388
C  0.477  -2.779  -1.506
H  -0.530  -3.167  -1.425
H  0.905  -3.112  0.558
H  3.216  -2.250  0.391
H  4.062  -1.428  -1.776
H  2.603  -1.442  -3.755
H  -0.768  -2.972  -3.841
H  0.554  -2.341  -4.840
C  -1.566  0.004  -0.354
H  -2.523  0.511  -0.487
H  -1.744  -1.046  -0.112
C  -0.821  0.653  0.806
C  -0.644  -0.315  1.978
O  -0.732  -1.520  1.879
N  -0.329  0.304  3.139
C  -0.393  1.690  3.307
C  0.081  2.309  4.453
C  -0.076  3.675  4.614
C  -0.716  4.419  3.638
C  -1.184  3.810  2.486
C  -1.016  2.445  2.308
O  -1.499  1.844  1.185
H  -1.685  4.373  1.716
H  -0.848  5.482  3.769
H  0.294  4.153  5.507
H  0.559  1.715  5.218
H  -0.107  -0.271  3.942
H  0.197  0.915  0.457

Values from the calculation:
SMILES: O=C(C[C@H]1Oc2ccccc2NC1=O)NCCc1ccccc1
Energy in hartree: -1031.99985
Orbital gap in Eh: 0.33767
E_HOMO in eV: -8.40
Energy above the lowest of the compared OMol25 structures with the same formula, charge and spin in eV: 0.392
Multiplicity: 1


(2)
This record from the OMol25 dataset describes a structure of composition C18H18N4O8Y. The level of theory is the ωB97M-V functional and the def2-TZVPD basis.

Geometry (Å):
Y  0.607  1.140  -0.056
C  -0.748  2.216  3.266
C  -0.035  2.816  2.085
C  1.363  2.912  2.055
C  2.013  3.557  1.006
C  1.283  4.085  -0.053
C  -0.103  3.964  -0.060
C  -0.752  3.339  1.004
H  -0.900  2.984  4.026
H  -0.167  1.411  3.715
H  -1.716  1.816  2.976
H  1.927  2.524  2.895
H  3.088  3.671  1.035
H  1.786  4.603  -0.858
H  -0.687  4.390  -0.867
H  -1.833  3.273  1.019
C  4.864  0.129  -1.721
C  3.505  0.284  -1.114
N  2.735  1.313  -1.242
O  3.187  2.424  -1.951
C  3.023  -0.858  -0.274
C  3.729  -2.162  -0.141
N  1.918  -0.579  0.332
O  1.234  -1.341  1.113
H  5.095  0.793  -2.553
H  4.970  -0.887  -2.097
H  5.628  0.262  -0.952
H  4.048  2.197  -2.323
H  4.759  -2.047  0.202
H  3.764  -2.714  -1.083
H  3.186  -2.762  0.586
O  -0.911  0.158  -1.338
C  -1.524  -0.239  -0.268
O  -1.232  0.281  0.850
C  -2.487  -1.350  -0.411
C  -3.429  -1.298  -1.429
C  -4.319  -2.344  -1.525
C  -4.309  -3.436  -0.685
C  -3.338  -3.431  0.296
C  -2.428  -2.415  0.481
N  -3.289  -4.603  1.220
O  -4.117  -5.471  1.060
O  -2.413  -4.601  2.058
N  -5.349  -2.287  -2.604
O  -6.084  -3.241  -2.716
O  -5.358  -1.296  -3.304
H  -3.476  -0.485  -2.138
H  -5.013  -4.247  -0.789
H  -1.693  -2.448  1.272

Values from the calculation:
Energy in hartree: -1555.63090
Orbital gap in Eh: 0.28888
E_HOMO in eV: -11.67
Net charge: +1
Multiplicity: 1


(3)
This record from the OMol25 dataset describes a structure of composition C18H18N5OReS in a non-equilibrium geometry. The level of theory is the ωB97M-V functional and the def2-TZVPD basis.

Geometry (Å):
Re  -0.511  0.401  1.039
C  -1.918  -1.225  -0.939
N  -0.917  -0.132  -1.012
C  -1.463  1.101  -1.633
C  -0.706  2.320  -1.155
C  -0.591  3.479  -1.908
C  0.065  4.580  -1.369
C  0.583  4.494  -0.082
C  0.441  3.307  0.612
N  -0.193  2.252  0.089
C  0.308  -0.587  -1.732
C  1.543  -0.549  -0.873
C  2.781  -0.920  -1.378
C  3.895  -0.878  -0.552
C  3.736  -0.460  0.767
C  2.479  -0.102  1.209
N  1.407  -0.146  0.407
C  -1.580  -2.180  0.184
C  -1.953  -3.516  0.175
C  -1.660  -4.313  1.276
C  -1.007  -3.747  2.365
C  -0.656  -2.411  2.306
N  -0.943  -1.649  1.246
H  -2.008  -1.757  -1.891
H  -2.904  -0.799  -0.711
H  -2.507  1.232  -1.320
H  -1.459  1.042  -2.726
H  -1.007  3.527  -2.902
H  0.187  5.482  -1.954
H  1.092  5.329  0.373
H  0.844  3.187  1.609
H  0.484  0.030  -2.619
H  0.177  -1.612  -2.097
H  2.879  -1.240  -2.405
H  4.868  -1.164  -0.927
H  4.576  -0.414  1.441
H  2.311  0.230  2.227
H  -2.467  -3.933  -0.676
H  -1.920  -5.363  1.274
H  -0.768  -4.331  3.239
H  -0.130  -1.932  3.122
O  -2.641  1.039  1.811
S  -2.103  1.344  3.180
N  -0.647  0.984  2.912

Values from the calculation:
Energy in hartree: -1521.21449
Orbital gap (alpha / beta) in Eh: 0.32541 / 0.26192
E_HOMO (alpha / beta) in eV: -19.48 / -19.47
Expectation value of S²: 3.8011
Net charge: +3
Multiplicity: 4


(4)
This record from the OMol25 dataset describes a structure of composition C18H19B2F4LiN7O4 in a non-equilibrium geometry. The level of theory is the ωB97M-V functional and the def2-TZVPD basis.

Geometry (Å):
Li  -0.351  -0.566  -0.450
C  -3.480  1.920  -2.245
C  -2.380  1.375  -1.399
N  -1.427  0.651  -1.844
O  -1.265  0.320  -3.101
B  -0.371  -0.874  -3.303
F  -0.467  -1.320  -4.550
F  -0.682  -1.818  -2.329
O  1.025  -0.383  -3.035
N  1.300  -0.266  -1.767
C  2.474  -0.046  -1.301
C  3.714  0.007  -2.125
C  2.464  0.137  0.140
N  1.360  -0.208  0.696
O  1.027  0.008  1.942
B  0.437  1.372  2.207
F  0.997  2.261  1.328
F  0.573  1.683  3.493
O  -1.030  1.226  1.887
N  -1.305  1.122  0.612
C  -2.318  1.638  0.034
C  -3.380  2.419  0.732
C  3.650  0.680  0.851
H  -3.454  1.469  -3.234
H  -3.352  2.996  -2.353
H  -4.447  1.727  -1.787
H  3.514  -0.368  -3.126
H  4.507  -0.587  -1.677
H  4.068  1.035  -2.203
H  -3.036  2.710  1.721
H  -4.271  1.803  0.850
H  -3.653  3.305  0.163
H  4.574  0.306  0.415
H  3.620  0.460  1.916
H  3.627  1.766  0.733
N  -3.347  -9.834  4.019
C  -3.135  -8.860  3.454
C  -2.895  -7.621  2.810
C  -3.547  -7.297  1.618
C  -3.345  -6.060  1.040
C  -2.510  -5.130  1.662
C  -1.826  -5.468  2.829
C  -2.015  -6.710  3.397
N  -2.384  -3.844  1.112
C  -3.361  -3.172  0.434
C  -2.815  -1.983  0.054
N  -1.518  -1.917  0.470
C  -1.292  -3.039  1.105
H  -4.214  -8.012  1.160
H  -3.828  -5.814  0.105
H  -1.176  -4.751  3.304
H  -1.502  -6.978  4.307
H  -4.355  -3.549  0.316
H  -3.280  -1.185  -0.490
H  -0.352  -3.315  1.537

Values from the calculation:
Energy in hartree: -1838.18666
Orbital gap (alpha / beta) in Eh: 0.18441 / 0.16679
E_HOMO (alpha / beta) in eV: -11.74 / -11.74
Net charge: +1
Multiplicity: 1


(5)
This record from the OMol25 dataset describes a structure of composition C18H19BN6Re in a non-equilibrium geometry. The level of theory is the ωB97M-V functional and the def2-TZVPD basis.

Geometry (Å):
C  0.451  2.875  -0.612
N  0.744  1.633  -1.137
N  1.062  1.811  -2.538
C  0.987  3.125  -2.782
C  0.603  3.807  -1.632
B  1.189  0.533  -3.417
N  2.252  -0.354  -2.706
N  2.113  -0.675  -1.344
C  3.094  -1.563  -1.010
C  3.883  -1.773  -2.148
C  3.338  -0.993  -3.165
Re  0.260  -0.121  -0.567
N  -0.197  -0.254  -3.322
N  -0.784  -0.577  -2.028
C  -1.925  -1.328  -2.257
C  -2.083  -1.443  -3.641
C  -1.004  -0.774  -4.249
H  -2.473  -1.670  -1.395
H  -0.757  -0.633  -5.299
H  -2.877  -1.947  -4.145
H  1.464  0.783  -4.558
H  3.655  -0.835  -4.184
H  1.218  3.514  -3.768
H  4.726  -2.413  -2.214
H  0.448  4.867  -1.538
H  3.165  -1.947  -0.008
H  0.119  2.948  0.410
H  0.932  -1.612  0.952
C  0.950  -2.555  1.587
H  1.242  -3.435  0.979
H  1.707  -2.385  2.368
H  -0.032  -2.750  2.056
C  -0.894  0.372  0.883
C  -1.448  0.539  2.020
C  -1.840  0.559  3.355
C  -3.062  1.131  3.807
C  -3.444  1.039  5.149
C  -2.623  0.370  6.077
C  -1.382  -0.141  5.658
C  -0.997  -0.035  4.326
H  -3.699  1.628  3.074
H  -4.391  1.479  5.478
H  -2.936  0.246  7.124
H  -0.724  -0.629  6.382
H  -0.031  -0.419  3.978

Values from the calculation:
Energy in hartree: -1127.16690
Orbital gap (alpha / beta) in Eh: 0.20443 / 0.14960
E_HOMO (alpha / beta) in eV: -21.16 / -21.40
Expectation value of S²: 4.0534
Net charge: +4
Multiplicity: 4